1.
Molecular formula: C5H5NO
Method: DFT, ωB97M-V/def2-TZVPD

As for the LUMO energy: 0.32 eV. The energy above the lowest of the compared OMol25 structures with the same formula, charge and spin comes out at 77.0 kcal per mole. As for the HOMO energy: -9.02 eV. For the calculated total energy, the calculation gives -8800.081 eV. As for the SMILES: O=C1C=CN2C[C@@H]12. For the gap between HOMO and LUMO, the calculation gives 9.34 eV.

Last column: Mulliken charge in e.
Geometry (Å):
O1 2.39554 -1.30666 0.22542  -0.609
C1 1.24473 -0.81306 0.00457  0.384
C2 -0.09020 -1.58834 0.04138  -0.339
C3 -1.10695 -0.60130 -0.15126  -0.291
N1 -0.64347 0.50022 -0.68202  -0.289
C4 -0.27310 1.41562 0.35527  -0.478
C5 0.70710 0.65440 -0.36464  -0.050
H1 -0.29602 -2.67464 -0.05660  0.345
H2 -2.10758 -0.51846 0.18764  0.456
H3 -0.68265 1.17370 1.30525  0.305
H4 -0.50880 2.46757 0.10339  0.237
H5 1.36139 1.29095 -0.96840  0.330

Force components x, y, z for each atom (eV/Å):
-4.151 2.629 -1.024
0.889 -2.286 0.775
-1.311 2.046 -1.130
2.100 -5.526 0.826
-0.349 3.243 -1.885
-2.214 3.019 1.080
4.541 -1.714 -0.411
0.578 0.894 0.982
-1.010 -0.781 -0.013
0.304 -0.442 0.952
0.867 -0.467 0.116
-0.242 -0.615 -0.268

2.
Molecular formula: C5H5NO
Method: DFT, ωB97M-V/def2-TZVPD

As for the LUMO energy (alpha / beta): -1.01 / -1.01 eV. The energy above the lowest of the compared OMol25 structures with the same formula, charge and spin comes out at 97.3 kcal per mole. As for the HOMO energy (alpha / beta): -8.47 / -8.47 eV. For the calculated total energy, the calculation gives -8799.200 eV. For the gap between HOMO and LUMO (alpha / beta), the calculation gives 7.46 / 7.46 eV.

Last column: Mulliken charge in e.
Geometry (Å):
O1 0.52199 0.08146 -1.66765  -0.381
C1 0.12887 0.11183 -0.40865  0.624
C2 -1.31402 -0.31532 -0.30542  -0.240
C3 -1.76246 -0.51206 1.07431  0.188
N1 -2.11182 -0.67754 2.16345  -0.381
C4 0.92348 0.45768 0.66609  -0.543
C5 2.33525 0.48270 0.67186  -0.450
H1 1.44905 0.39122 -1.69994  0.277
H2 0.39010 0.58719 1.60778  0.250
H3 -1.95597 0.41967 -0.80540  0.266
H4 -1.42598 -1.25568 -0.85849  0.296
H5 2.72388 0.23296 -0.34844  0.096

Force components x, y, z for each atom (eV/Å):
0.128 0.036 0.192
0.019 -0.031 -0.038
0.008 0.003 0.024
-0.351 -0.140 0.998
0.307 0.174 -1.144
0.145 -0.022 0.141
-0.319 -0.011 -0.308
-0.079 -0.111 0.038
0.090 -0.093 -0.119
0.112 -0.065 0.064
0.015 0.133 0.067
-0.077 0.126 0.084

3.
Molecular formula: C5H5NO
Method: DFT, ωB97M-V/def2-TZVPD

As for the LUMO energy: -0.92 eV. The energy above the lowest of the compared OMol25 structures with the same formula, charge and spin comes out at 143.5 kcal per mole. As for the HOMO energy: -8.38 eV. For the calculated total energy, the calculation gives -8797.195 eV. For the gap between HOMO and LUMO, the calculation gives 7.47 eV.

Last column: Mulliken charge in e.
Geometry (Å):
O1 0.82999 0.66733 1.68359  -0.681
C1 1.13348 0.14811 0.55139  -0.007
C2 0.36926 -1.08021 -0.07049  -0.083
C3 -1.08634 -0.63504 -0.10033  -0.199
C4 -0.99061 0.76258 0.19466  -0.338
C5 0.15736 0.87456 -0.65939  -0.258
N1 -0.13823 -0.48298 -1.27948  -0.530
H1 2.21198 0.04702 0.29683  0.358
H2 0.58425 -2.15169 -0.03984  0.403
H3 -1.90603 -1.33869 -0.03396  0.426
H4 -1.65263 1.45792 0.69433  0.426
H5 0.48752 1.73109 -1.23729  0.483

Force components x, y, z for each atom (eV/Å):
0.023 -0.019 0.072
0.117 -0.109 -0.091
0.198 -0.317 0.051
-0.496 -0.005 0.218
-0.044 -0.082 -0.105
0.012 0.492 -0.165
0.175 -0.101 -0.125
-0.159 0.046 0.046
-0.043 0.176 0.010
0.141 0.110 0.011
0.111 -0.093 -0.007
-0.037 -0.097 0.085

4.
Molecular formula: C5H5NO
Method: DFT, ωB97M-V/def2-TZVPD

As for the LUMO energy: 0.08 eV. The energy above the lowest of the compared OMol25 structures with the same formula, charge and spin comes out at 46.8 kcal per mole. As for the HOMO energy: -8.73 eV. For the calculated total energy, the calculation gives -8801.390 eV. As for the SMILES: C#C/C(N)=C/C=O. For the gap between HOMO and LUMO, the calculation gives 8.82 eV.

Last column: Mulliken charge in e.
Geometry (Å):
C1 0.29264 -2.85279 0.45108  0.390
C2 0.12911 -1.68130 0.21168  -0.572
C3 -0.05811 -0.29132 -0.10700  0.280
N1 -0.61323 -0.02833 -1.29971  -0.351
C4 0.31581 0.69900 0.77681  -0.810
C5 0.17736 2.09292 0.44225  0.176
O1 -0.32587 2.53962 -0.60243  -0.642
H1 0.44225 -3.88935 0.64333  0.421
H2 -0.89979 -0.77636 -1.90171  0.182
H3 -0.78731 0.95440 -1.53205  0.269
H4 0.77280 0.42900 1.72461  0.328
H5 0.55434 2.80451 1.19315  0.329

Force components x, y, z for each atom (eV/Å):
-0.131 0.896 -0.244
0.189 -0.919 0.238
-0.005 0.411 0.275
-0.144 0.351 -0.183
0.110 -0.066 -0.135
-0.418 0.058 -0.652
0.384 -0.407 0.764
-0.014 0.054 0.038
0.008 -0.039 -0.009
0.144 -0.370 0.141
-0.133 0.015 -0.253
0.011 0.016 0.021